Record 1
The molecule C21H20ClN5O, computed with ωB97M-V/def2-TZVPD.

```
48
C21H20ClN5O | OMol25 | ωB97M-V/def2-TZVPD
C -3.9402 -2.2520 1.4852
C -3.6186 -1.4835 0.4554
C -3.0516 -0.1022 0.6016
N -1.7768 0.0305 -0.0848
C -0.6686 -0.7233 0.0809
C 0.2910 -0.2174 -0.7702
C 1.6521 -0.6990 -0.9530
N 2.5067 -0.0534 -1.7384
N 3.6580 -0.7638 -1.6906
C 3.5366 -1.8302 -0.8807
C 2.2727 -1.8360 -0.3894
C 2.0610 -3.0186 0.4954
N 3.4319 -3.6061 0.5547
C 3.8494 -4.0693 1.7726
O 3.1084 -4.0922 2.7386
C 5.2235 -4.7037 1.9097
C 5.9224 -4.3097 3.1777
C 5.6219 -4.9632 4.3731
C 6.2289 -4.6128 5.5654
C 7.1633 -3.5851 5.5906
C 7.4756 -2.9092 4.4235
C 6.8490 -3.2748 3.2410
Cl 7.2598 -2.3637 1.8044
C 5.2187 -6.1937 1.5970
C 6.0336 -5.2572 0.7653
C 4.3446 -3.0033 -0.4490
C -0.3548 0.8584 -1.4133
N -1.5994 1.0003 -0.9937
H -4.3609 -3.2391 1.3498
H -3.7969 -1.9118 2.5045
H -3.7562 -1.8340 -0.5624
H -3.6982 0.6453 0.1443
H -2.9287 0.1472 1.6574
H -0.6448 -1.5478 0.7748
H 4.4484 -0.4243 -2.2067
H 1.7492 -2.7887 1.5129
H 1.3617 -3.7449 0.0728
H 4.8797 -5.7502 4.3464
H 5.9706 -5.1370 6.4755
H 7.6464 -3.3034 6.5166
H 8.1922 -2.1003 4.4156
H 5.7279 -6.8354 2.3019
H 4.3149 -6.5932 1.1580
H 5.7052 -5.0830 -0.2469
H 7.1055 -5.2522 0.9083
H 4.5126 -3.6860 -1.2882
H 5.3030 -2.7539 -0.0021
H 0.0421 1.5252 -2.1610
```

For the gap between HOMO and LUMO, the calculation gives 0.3261 hartree. For the energy above the lowest of the compared OMol25 structures with the same formula, charge and spin, the calculation gives 1.979 eV. As for the spin multiplicity: 1. Its lowest unoccupied orbital energy is 0.02057 hartree. For the total energy, the calculation gives -44120.314 eV. The calculation puts the molecular weight at 393.88 g mol⁻¹.


Record 2
A cluster of 2 separate species, C5H13NO in total, computed with ωB97M-V/def2-TZVPD.

```
20
C5H13NO | OMol25 | ωB97M-V/def2-TZVPD
C 0.3354 0.9881 -2.8249
C -0.6982 0.6795 -1.9536
C -0.8681 1.5498 -0.7766
C -0.7710 0.4777 0.4868
N -1.3891 -0.7666 0.1277
C -1.8128 -1.6575 1.2203
H 0.8568 1.9075 -2.6103
H 0.7260 0.3863 -3.6125
H -1.6560 0.1921 -2.2732
H -1.8027 2.2169 -0.6255
H 0.0280 2.2210 -0.8211
H -1.2749 0.8990 1.2967
H 0.3038 0.3825 0.5895
H -0.9989 -1.1742 -0.6412
H -1.0690 -2.3156 1.6971
H -2.2763 -0.9126 1.9167
H -2.6442 -2.3035 0.8744
O 4.1414 -0.8760 2.5796
H 4.9838 -1.3241 2.6763
H 4.3041 -0.0261 3.0908
```

For the gap between HOMO and LUMO, the calculation gives 0.3347 hartree. For the energy above the lowest of the compared OMol25 structures with the same formula, charge and spin, the calculation gives 3.221 eV. As for the spin multiplicity: 1. Its lowest unoccupied orbital energy is 0.03312 hartree. For the total energy, the calculation gives -8930.790 eV. The calculation puts the molecular weight at 103.16 g mol⁻¹.


Record 3
A structure of composition C10H13N3S, computed with ωB97M-V/def2-TZVPD.

```
27
C10H13N3S | OMol25 | ωB97M-V/def2-TZVPD
C 1.1761 -1.8930 -3.1625
C 1.0649 -0.6654 -2.3003
C 2.0577 -0.6703 -1.0733
C 1.8729 1.3871 0.3274
C 0.4105 0.8107 2.0272
C -0.9572 0.3434 1.4298
C -1.6744 -0.8393 1.7741
C -2.8782 -1.0420 1.1282
C -3.2084 -0.3089 -0.0330
C -1.6319 1.2343 0.5673
H 0.2811 -1.7679 -3.8997
H 2.1077 -2.9397 -3.0851
H -0.0339 0.3080 -2.5061
H 3.0070 -0.0215 -1.0993
H 2.4639 -1.7109 -0.9420
H 0.1874 -0.0099 -0.4479
H 1.2853 2.8920 1.4769
H 1.3786 -0.0310 1.9949
H 0.4767 1.2429 3.1844
H -1.1085 -1.2584 2.6212
H -3.5608 -2.0052 1.3960
H -4.1228 -0.5714 -0.5257
H -1.3036 2.4047 0.4466
N 1.3314 0.1053 -0.1166
N 1.0616 1.8380 1.2060
N -2.8193 0.9293 -0.1020
S 3.1361 2.2390 -0.2867
```

For the gap between HOMO and LUMO, the calculation gives 0.3190 hartree. For the energy above the lowest of the compared OMol25 structures with the same formula, charge and spin, the calculation gives 9.934 eV. As for the spin multiplicity: 1. Its lowest unoccupied orbital energy is 0.01175 hartree. For the total energy, the calculation gives -25877.216 eV. The calculation puts the molecular weight at 207.30 g mol⁻¹.